[1]
{"formula": "C3H8N4O", "method": "the ωB97M-V functional and the def2-TZVPD basis", "charge": 0, "homo_ha": -0.3227, "lumo_energy_ev": 0.24, "homo_lumo_gap_ha": 0.3313, "smiles": "[H]/N=C(\\C)NNC(N)=O", "elements": ["C", "C", "C", "H", "H", "H", "H", "H", "H", "H", "H", "N", "N", "N", "N", "O"], "xyz": [[-2.37816, 0.39096, 0.04080], [-1.11815, -0.56115, -0.07204], [2.31282, -0.24932, 0.07313], [-1.71178, 1.52477, 0.16700], [-3.43298, 0.25477, 0.72301], [-2.99544, 0.60851, -1.07455], [-1.56317, -2.10030, -0.85451], [-0.35392, 1.14026, 1.25798], [1.01942, -1.50265, 1.08086], [1.43116, 1.63815, -0.78893], [2.95987, 1.12377, -1.21434], [-0.66441, -1.76156, -0.58877], [-0.14558, 0.00950, 0.73567], [1.09747, -0.57951, 0.87612], [2.30733, 1.08207, -0.43302], [3.23553, -1.01828, 0.07160]]}

***

[2]
{"formula": "C21H37BN12O5S", "method": "the ωB97M-V functional and the def2-TZVPD basis", "charge": 0, "homo_ha": -0.3187, "lumo_energy_ev": -0.63, "homo_lumo_gap_ha": 0.2955, "elements": ["C", "N", "C", "C", "C", "C", "C", "B", "N", "O", "C", "N", "S", "N", "C", "C", "C", "C", "C", "C", "C", "C", "C", "C", "H", "H", "H", "H", "H", "H", "H", "H", "H", "H", "H", "H", "H", "H", "H", "H", "H", "H", "H", "H", "H", "C", "O", "N", "N", "H", "H", "H", "H", "C", "O", "N", "N", "H", "H", "H", "H", "C", "O", "N", "N", "H", "H", "H", "H", "C", "O", "N", "N", "H", "H", "H", "H"], "xyz": [[3.80236, -0.22704, 1.33988], [2.50164, 0.38131, 1.59014], [1.74704, 0.72664, 0.37613], [0.40157, 0.03136, 0.35534], [-0.59910, 0.53792, 1.28096], [-0.23709, 1.67697, 2.19824], [-1.84311, -0.01944, 1.35378], [-2.98364, 0.47557, 2.32604], [-4.20289, 1.15160, 1.84301], [-2.83659, 0.26327, 3.67013], [-2.12112, -1.08811, 0.46183], [-3.30669, -1.71326, 0.38718], [-3.14574, -2.82747, -0.76059], [-1.62320, -2.58678, -1.21590], [-1.15373, -1.59556, -0.44406], [0.16159, -1.03242, -0.47665], [1.24842, -1.58676, -1.37745], [1.25534, -3.08954, -1.55360], [1.66799, -3.64964, -2.75132], [1.71124, -5.02451, -2.91315], [1.32369, -5.85140, -1.86887], [0.91721, -5.30083, -0.65765], [0.49381, -6.21836, 0.46455], [0.89319, -3.92677, -0.51050], [4.51143, 0.45649, 0.85681], [3.68619, -1.12343, 0.73210], [4.23465, -0.54063, 2.29038], [2.58354, 1.18029, 2.20063], [1.58390, 1.80568, 0.34717], [2.32340, 0.50366, -0.51714], [-1.10538, 2.11659, 2.68159], [0.41885, 1.27777, 2.97540], [0.28475, 2.47672, 1.68225], [-3.97034, 1.91944, 1.22092], [-4.75412, 0.48639, 1.30729], [-3.19944, 0.99856, 4.17988], [1.17230, -1.10752, -2.35803], [2.23067, -1.33528, -0.98791], [1.97775, -3.00165, -3.56358], [2.04471, -5.46892, -3.84140], [1.33281, -6.92746, -1.98621], [1.21278, -7.03327, 0.54934], [-0.45993, -6.68305, 0.20837], [0.42434, -5.69927, 1.41677], [0.57462, -3.47488, 0.42207], [1.29200, -3.20755, 3.79723], [2.26112, -3.94593, 3.78387], [1.18989, -2.11170, 2.98822], [0.22005, -3.41924, 4.62392], [0.39875, -1.49342, 2.98179], [1.95443, -1.92031, 2.36754], [0.26102, -4.21550, 5.23129], [-0.58606, -2.82375, 4.64890], [-4.66784, -0.62310, -4.68185], [-5.44454, -0.24054, -5.53664], [-4.99610, -0.66816, -3.35398], [-3.39785, -1.04413, -4.97391], [-4.36277, -0.98172, -2.64365], [-5.91883, -0.37386, -3.09597], [-3.12190, -1.02910, -5.93735], [-2.74780, -1.36940, -4.28259], [-0.48630, 5.53938, 0.90239], [0.09205, 4.58394, 1.40639], [-0.88752, 5.54383, -0.39766], [-0.75548, 6.67767, 1.60385], [-1.34460, 6.32196, -0.83504], [-0.69445, 4.72494, -0.94365], [-0.46602, 6.70720, 2.56348], [-1.21925, 7.47316, 1.20761], [2.38938, 6.76611, -1.89299], [1.46053, 7.52125, -2.12701], [2.42892, 5.98774, -0.77139], [3.45832, 6.63935, -2.73754], [3.17391, 5.35504, -0.55228], [1.65220, 6.06748, -0.14308], [3.45367, 7.19920, -3.56913], [4.23138, 6.02616, -2.56494]]}

***

[3]
{"formula": "C4H15N2O", "method": "the ωB97M-V functional and the def2-TZVPD basis", "s2": 0.7505, "charge": 0, "homo_ha": [-0.0908, -0.3851], "lumo_energy_ev": [0.61, 0.43], "homo_lumo_gap_ha": [0.1131, 0.4008], "multiplicity": 2, "elements": ["C", "C", "C", "C", "N", "N", "H", "H", "H", "H", "H", "H", "H", "H", "H", "H", "H", "H", "H", "H", "H", "O"], "xyz": [[1.71370, 1.43233, 0.50951], [1.43997, 0.16430, -0.35359], [0.13817, 0.29480, -1.12805], [-2.36047, 0.18722, -0.59062], [-0.94308, -0.06842, -0.12531], [0.77749, 1.12760, 1.66035], [1.26469, 2.20245, -0.01161], [2.88631, 1.55188, 0.86697], [2.29889, 0.28539, -1.22914], [1.50634, -0.79836, 0.15626], [0.08114, -0.37276, -1.95950], [0.09612, 1.35404, -1.44339], [-2.53546, 1.31111, -0.84207], [-2.99066, -0.10215, 0.29628], [-2.74530, -0.43029, -1.32921], [-0.88015, -1.11846, 0.13276], [-0.75688, 0.53050, 0.83523], [0.97356, 0.38076, 2.17809], [0.63808, 1.89786, 2.23716], [0.06343, -3.55737, 0.67875], [-0.23527, -3.33469, -0.70991], [-0.43062, -2.93773, 0.17105]]}

***

[4]
{"formula": "C22H20N6O2", "method": "the ωB97M-V functional and the def2-TZVPD basis", "charge": 0, "homo_ha": -0.3036, "lumo_energy_ev": 0.37, "homo_lumo_gap_ha": 0.3171, "smiles": "CC(=O)Nc1cccc(CNC(=O)c2cccc3c2ccn3-c2ccnc(N)n2)c1", "elements": ["O", "O", "N", "N", "C", "C", "C", "C", "C", "C", "C", "C", "C", "C", "C", "C", "C", "C", "C", "C", "C", "C", "C", "C", "N", "N", "N", "N", "C", "C", "H", "H", "H", "H", "H", "H", "H", "H", "H", "H", "H", "H", "H", "H", "H", "H", "H", "H", "H", "H"], "xyz": [[-1.57337, -1.88249, 1.87103], [-4.22326, 0.29870, -4.90820], [5.03750, 3.58744, 5.27744], [4.07955, 2.04647, 3.72634], [-1.29702, -1.00327, 1.03157], [-3.59859, -0.34083, -5.72422], [-0.04402, -0.01032, 3.88878], [0.87820, 0.60464, 4.70733], [5.01431, 2.79699, 4.23606], [3.81837, 3.73172, 5.80586], [2.89870, 2.07669, 4.31792], [2.74841, 2.94737, 5.40349], [1.56456, 1.29600, 0.13616], [-0.92812, -3.73187, -3.24337], [0.40025, 0.48542, 0.03970], [-1.42425, -3.03572, -4.36352], [2.11058, 1.62628, 1.39742], [-1.47192, -3.49391, -2.01204], [-2.90313, -1.76291, -2.98772], [-0.18732, -0.03086, 1.21778], [0.31630, 0.28936, 2.51035], [-2.41407, -2.06782, -4.26733], [1.43140, 1.14137, 2.56481], [-2.41096, -2.43684, -1.87802], [6.21038, 2.64959, 3.71102], [-2.76211, -1.41670, -5.46694], [1.80327, 1.27550, 3.87983], [-2.13191, -0.95160, -0.09060], [-3.70140, 0.07101, -7.17091], [-2.90549, -2.07410, -0.54523], [-0.91608, -0.59581, 4.21952], [0.93196, 0.61753, 5.78642], [3.66237, 4.47998, 6.59426], [1.76356, 3.04528, 5.86590], [2.04017, 1.63996, -0.76645], [-0.16993, -4.48383, -3.39234], [0.05691, 0.22159, -0.96044], [-0.93284, -3.19789, -5.31838], [3.00868, 2.22804, 1.49214], [-1.17258, -4.02828, -1.13070], [-3.65655, -1.03143, -2.90147], [6.88455, 2.84961, 4.40096], [6.27469, 1.77174, 3.21488], [-2.29284, -1.75100, -6.29701], [-1.85132, -0.31970, -0.85523], [-4.61282, 0.66872, -7.28601], [-2.86060, 0.75131, -7.37646], [-3.71910, -0.76101, -7.89370], [-3.96930, -1.79575, -0.58850], [-2.80373, -2.99437, 0.12781]]}

***

[5]
{"formula": "C5H7Cl2N", "method": "the ωB97M-V functional and the def2-TZVPD basis", "charge": 0, "homo_ha": -0.3629, "lumo_energy_ev": 0.88, "homo_lumo_gap_ha": 0.3952, "smiles": "Cl/C=N\\C[C@H]1C[C@H]1Cl", "elements": ["C", "C", "C", "C", "C", "N", "Cl", "Cl", "H", "H", "H", "H", "H", "H", "H"], "xyz": [[1.65964, 0.60724, -0.45215], [-0.90709, -0.36105, -0.59765], [0.63060, -0.46859, -0.44188], [1.28420, -0.08789, 0.86924], [-1.94089, -0.76962, 1.51331], [-1.27928, -1.17136, 0.55186], [0.62154, 0.86870, 2.27289], [-2.59017, 0.84973, 1.92383], [2.61809, 0.56469, -0.73140], [1.28140, 1.71100, -0.56069], [-1.21182, 0.68330, -0.66623], [-1.33176, -0.74168, -1.49742], [0.99660, -1.44379, -0.74599], [2.03705, -0.85705, 1.25389], [-2.03850, -1.50012, 2.36297]]}

***

[6]
{"formula": "CH5O2P", "method": "the ωB97M-V functional and the def2-TZVPD basis", "charge": 0, "homo_ha": -0.3707, "lumo_energy_ev": -1.38, "homo_lumo_gap_ha": 0.3199, "elements": ["C", "O", "O", "P", "H", "H", "H", "H", "H"], "xyz": [[-0.53094, 1.30015, 0.82146], [0.82505, -1.61319, -2.02791], [0.33991, 0.48377, -0.85186], [0.47848, -1.04099, -0.73244], [-0.32064, 2.34430, 0.60865], [-0.00422, 0.57550, 1.31534], [-1.51921, 0.91630, 0.69555], [1.36044, -1.26211, 0.34662], [-0.62887, -1.70372, -0.17540]]}

***

Relative energy (zero: lowest compared OMol25 entry of this formula, charge and spin)? In order: 123.3, 0.0, 74.2, 0.0, 36.1, 47.2 kcal/mol.
Energy? In order: -11244.275, -62014.243, -9413.968, -36175.262, -31831.186, -14499.687 eV.